No. 1
ORCA calculation (ωB97M-V/def2-TZVPD) on C2H4OS2 as an isolated structure.

Structure (XYZ):
```
9
Properties=species:S:1:pos:R:3:forces:R:3
C -0.7043 -0.7770 -0.1135 0.3 -0.7 -0.2
C -0.5870 0.6793 0.2243 3.1 -0.4 0.5
O 2.4983 1.0118 -0.6778 0.6 0.4 -0.7
S 0.9899 -1.4936 -0.0030 -0.2 0.5 0.2
S 1.8053 0.4657 0.4684 -3.3 -0.2 0.3
H -1.3388 -1.3193 0.5883 -0.1 0.1 -0.1
H -1.0541 -0.9512 -1.1302 -0.2 0.1 0.1
H -0.7227 1.3945 -0.5668 0.0 0.2 -0.1
H -0.8867 0.9898 1.2103 -0.2 0.1 0.1
```
Positions in Å, forces in eV/Å.

The total charge is 0. The value obtained for the total energy is -950.13151 a.u. The LUMO energy (spin up / spin down) is -0.707 / -0.707 eV. As for the HOMO-LUMO gap (spin up / spin down): 7.943 / 7.943 eV. The spin multiplicity is 1. The HOMO energy (spin up / spin down) is -8.65 / -8.65 eV.


No. 2
ORCA calculation (ωB97M-V/def2-TZVPD) on C2H4OS3 as an isolated structure.

Structure (XYZ):
```
10
Properties=species:S:1:pos:R:3:forces:R:3
C -1.7545 -1.1740 1.8572 -1.2 -1.3 0.2
C 0.1416 0.5827 -0.5896 1.4 0.1 1.0
O -1.9274 -1.8120 0.9354 -0.5 -0.3 0.2
S 0.0843 0.1758 1.2433 4.5 -0.8 -1.9
S -0.0556 -0.8742 -1.6626 0.4 -0.6 -0.1
S 1.5968 1.7044 -0.9421 -0.1 -0.6 0.2
H -0.6954 1.2585 -0.7860 0.0 -0.5 -0.2
H -0.9098 0.8565 1.4689 -3.0 2.4 0.8
H 0.9564 -1.7830 -1.3050 -0.8 1.4 0.1
H 2.5635 1.0653 -0.2194 -0.6 0.1 -0.3
```
Positions in Å, forces in eV/Å.

The total charge is 0. The value obtained for the total energy is -1348.32865 a.u. The LUMO energy is 0.397 eV. As for the HOMO-LUMO gap: 9.234 eV. The spin multiplicity is 1. The HOMO energy is -8.84 eV.


No. 3
ORCA calculation (ωB97M-V/def2-TZVPD) on one molecule with the formula C2H4OSi.

Structure (XYZ):
```
8
Properties=species:S:1:pos:R:3:forces:R:3
C 2.7781 0.1938 0.4965 0.0 0.3 -1.2
C 1.7324 0.4096 -0.0660 -4.1 1.1 -1.4
O 0.4100 0.7454 -0.6551 6.6 -0.6 1.7
Si -0.9222 0.3745 0.2136 -1.1 0.0 0.2
H 3.8487 0.0951 0.5932 -0.6 -0.1 0.4
H -0.9994 0.8779 1.6315 0.1 0.0 -0.6
H -0.9428 -1.0803 0.2162 -0.4 -0.4 0.2
H -1.8148 1.0193 -0.7861 -0.5 -0.2 0.6
```
Positions in Å, forces in eV/Å.

The total charge is 0. The value obtained for the total energy is -443.23059 a.u. The LUMO energy is 0.725 eV. As for the HOMO-LUMO gap: 11.018 eV. The SMILES is C#CO[SiH3]. The spin multiplicity is 1. The HOMO energy is -10.29 eV.


No. 4
ORCA calculation (ωB97M-V/def2-TZVPD) on a 2-piece molecular cluster, C2H4P2 overall.

Structure (XYZ):
```
8
Properties=species:S:1:pos:R:3:forces:R:3
C -1.5732 -0.1857 0.2155 -2.0 -1.7 -0.4
C -0.4109 0.2604 0.6850 2.5 1.4 1.5
P -1.3847 -0.8120 1.8461 -0.3 0.1 -1.6
P 1.7240 -0.6716 -0.6723 -0.3 0.7 0.5
H -2.1996 -0.2814 -0.7135 0.8 0.4 1.2
H -0.0289 1.2076 1.0839 0.1 -0.3 -1.1
H 2.7154 0.3694 -0.7770 0.0 -0.3 0.7
H 1.1579 0.1132 -1.6677 -0.8 -0.1 -0.7
```
Positions in Å, forces in eV/Å.

The total charge is 0. The value obtained for the total energy is -761.11255 a.u. The LUMO energy (spin up / spin down) is -1.196 / -0.551 eV. As for the HOMO-LUMO gap (spin up / spin down): 6.139 / 7.344 eV. The spin multiplicity is 1. The HOMO energy (spin up / spin down) is -7.34 / -7.89 eV.